No. 1
Here is a cluster of 2 separate species, C5H13NO in total from the Open Molecules 2025 dataset. Energies are from the ωB97M-V functional and the def2-TZVPD basis.

The geometry in XYZ format:
```
20
Properties=species:S:1:pos:R:3:forces:R:3:mulliken_charge:R:1
C -1.952 1.871 -0.899 -0.7 -0.2 0.2 -0.7835
C -0.883 1.119 -1.074 0.2 0.6 -0.2 0.0805
C -0.787 -0.345 -0.852 0.4 -0.3 0.7 -0.7447
C 0.107 -0.652 0.377 -0.4 0.2 -0.1 -0.5785
N -0.423 -0.055 1.583 0.2 0.5 -0.5 -0.1281
C 0.468 0.362 2.630 0.1 0.2 0.0 -0.8531
H -2.902 1.434 -0.600 0.1 0.0 0.0 0.2355
H -1.955 2.942 -1.024 0.2 0.1 -0.1 0.2584
H 0.027 1.648 -1.350 0.2 -0.2 0.0 0.2461
H -1.759 -0.766 -0.650 -0.6 -0.1 0.0 0.3428
H -0.391 -0.870 -1.721 0.2 0.0 -0.1 0.2998
H 0.216 -1.734 0.501 0.2 -0.2 -0.3 0.2365
H 1.085 -0.211 0.171 0.1 -0.1 0.2 0.3625
H -1.352 -0.334 1.835 0.0 -0.1 0.2 0.1926
H 1.500 0.229 2.317 0.1 -0.1 -0.2 0.2670
H 0.368 -0.218 3.543 -0.1 -0.1 0.3 0.2929
H 0.380 1.432 2.865 -0.2 -0.1 0.1 0.2706
O 2.380 -2.058 -2.607 0.2 0.1 0.1 -0.6258
H 3.019 -2.462 -2.003 -0.2 0.2 -0.2 0.3137
H 2.852 -1.335 -3.043 -0.1 -0.2 0.2 0.3148
```
Forces are in eV/Å.

* charge: 0
* energy: -8932.1632 eV
* ΔE to the lowest compared entry with this formula, charge and spin: 42.6 kcal per mole
* HOMO-LUMO gap: 8.83 eV

No. 2
Here is the molecule C7H9N5O in a non-equilibrium geometry from the Open Molecules 2025 dataset. Energies are from the ωB97M-V functional and the def2-TZVPD basis.

The geometry in XYZ format:
```
22
Properties=species:S:1:pos:R:3:forces:R:3:mulliken_charge:R:1
C -1.204 -2.663 1.090 0.4 1.8 1.4 -0.5130
C 0.687 -1.395 0.712 4.5 0.6 -0.1 -0.0666
C -0.255 -0.403 -1.388 -1.9 0.1 0.3 -0.0538
C -0.608 -1.304 1.335 -3.0 0.0 1.0 0.1952
C 1.254 0.771 -0.297 1.3 0.0 1.3 -0.8981
C 1.002 2.756 -1.677 0.2 3.3 0.2 -0.8193
C -1.188 -0.131 1.677 0.5 -2.9 0.0 -0.0632
N -0.284 -3.397 0.633 -2.4 -4.5 -0.3 -0.7565
N 0.659 -0.462 -0.385 0.8 1.3 -1.4 0.1912
N -0.299 0.785 -1.875 -1.0 0.3 -1.9 -0.7671
N 0.812 -2.811 0.340 -1.5 4.6 0.0 0.1981
N 0.636 1.502 -1.221 -0.1 -3.9 -0.1 0.8516
O -2.470 -0.039 2.093 -0.9 -1.0 0.1 -0.5298
H -2.124 -3.079 1.475 0.0 0.0 -0.3 0.3807
H 1.655 -1.048 1.239 -1.7 -0.5 -0.2 0.4021
H -1.122 -1.053 -1.553 0.9 -0.3 -0.1 0.3851
H 0.436 3.116 -2.556 0.2 -0.7 0.5 0.2891
H 0.707 3.393 -0.833 0.5 0.6 -0.4 0.3252
H 2.083 2.874 -1.861 -0.5 -0.3 0.1 0.3001
H -0.535 0.715 1.656 -0.4 1.1 0.3 0.4347
H 1.601 -3.321 0.232 2.8 -1.5 -0.3 0.1979
H -2.910 -0.952 2.111 1.1 1.9 -0.1 0.3163
```
Forces are in eV/Å.

* charge: 0
* energy: -16898.3558 eV
* ΔE to the lowest compared entry with this formula, charge and spin: 123.3 kcal per mole
* HOMO-LUMO gap: 8.70 eV

No. 3
Here is a structure of composition C7H12CdO4 in a non-equilibrium geometry from the Open Molecules 2025 dataset. Energies are from the ωB97M-V functional and the def2-TZVPD basis.

The geometry in XYZ format:
```
24
Properties=species:S:1:pos:R:3:forces:R:3:lowdin_spin:R:1
C 2.536 -1.300 -0.256 2.7 -3.1 -1.4 0.1825
C 3.341 -1.029 0.997 -2.0 0.0 0.6 0.0176
O 4.256 0.073 0.714 1.0 -0.3 1.7 0.0881
Cd 3.488 0.717 -1.129 -0.5 0.2 -2.6 0.5622
H 1.725 -1.486 -0.974 -1.2 1.9 1.6 0.0020
H 4.663 0.433 1.507 0.0 0.0 0.3 0.0001
H 2.799 -2.358 -0.444 1.1 0.0 -0.3 0.0050
H 3.956 -1.883 1.320 -0.4 0.1 -0.4 -0.0007
H 2.726 -0.736 1.862 0.2 0.3 0.1 0.0032
O -4.753 -0.214 -1.793 0.6 0.2 0.1 0.0002
C -3.979 0.231 -0.924 -2.0 -0.4 0.2 0.0001
O -4.244 0.666 0.211 0.6 0.2 0.2 0.0000
O -2.646 0.192 -1.307 1.7 -0.1 -0.4 0.0008
C -1.658 0.485 -0.336 -0.7 0.2 0.2 0.0021
C -0.289 0.329 -0.982 0.7 -0.4 -0.5 0.0072
C 0.832 0.590 -0.009 -0.9 3.6 0.7 0.0734
C 1.528 1.802 -0.059 -1.6 -1.6 0.8 0.0417
H -1.755 -0.197 0.524 0.0 0.2 -0.1 0.0000
H -1.789 1.511 0.040 0.0 -0.2 0.0 0.0001
H -0.199 1.004 -1.846 0.0 -0.1 0.2 0.0007
H -0.195 -0.691 -1.388 -0.2 0.2 0.1 0.0024
H 0.754 0.122 0.980 0.6 -0.5 -0.6 0.0000
H 2.125 2.097 0.814 -0.2 0.0 -0.4 0.0024
H 1.185 2.588 -0.740 0.5 -0.4 -0.1 0.0091
```
Forces are in eV/Å.

* charge: -1
* multiplicity: 2
* energy: -20203.7529 eV
* HOMO-LUMO gap (spin up / spin down): 6.14 / 5.91 eV

No. 4
Here is the ion C6H11N4 with charge +1 in a non-equilibrium geometry from the Open Molecules 2025 dataset. Energies are from the ωB97M-V functional and the def2-TZVPD basis.

The geometry in XYZ format:
```
21
Properties=species:S:1:pos:R:3:forces:R:3:mulliken_charge:R:1
C -0.230 -1.356 2.185 -0.6 -3.1 -0.5 -1.2739
C 0.172 -0.672 0.931 -0.6 0.8 -2.3 0.8355
N -0.841 -0.304 0.239 -0.8 0.2 -0.6 -0.1837
N -1.400 0.307 -0.824 3.9 -2.8 0.2 -0.1172
C -1.995 1.522 -0.421 -1.8 2.0 0.4 -0.7495
C -0.537 0.097 -2.198 0.3 -1.0 1.4 -0.4272
N 0.765 0.583 -2.045 -0.3 2.1 0.1 -0.5498
N 1.796 0.202 -1.540 1.9 -0.9 0.5 0.3059
C 2.518 -0.137 -0.525 -6.9 0.8 0.2 -0.1637
C 1.645 -0.271 0.777 0.2 1.3 1.3 -0.7340
H 0.485 -2.130 2.495 0.2 0.4 -0.1 0.4035
H -1.174 -1.998 1.995 1.2 1.7 0.6 0.3415
H -0.267 -0.621 2.958 -0.5 0.4 0.7 0.3040
H -1.239 2.265 -0.029 -1.1 -0.8 0.1 0.3295
H -2.510 1.971 -1.259 0.3 0.2 -0.6 0.3432
H -2.926 1.275 0.204 1.9 0.4 -0.1 0.3163
H -1.047 0.535 -3.008 -0.6 1.2 -0.5 0.3503
H -0.522 -0.946 -2.402 -0.3 -1.3 0.4 0.3877
H 3.532 -0.112 -0.449 2.6 -0.3 -0.4 0.4443
H 1.602 0.663 1.439 0.4 -0.4 -1.3 0.3566
H 2.172 -0.874 1.476 0.6 -1.0 0.4 0.4808
```
Forces are in eV/Å.

* charge: +1
* energy: -12347.1216 eV
* ΔE to the lowest compared entry with this formula, charge and spin: 169.4 kcal per mole
* HOMO-LUMO gap (spin up / spin down): 6.58 / 8.68 eV